11
Properties=species:S:1:pos:R:3:forces:R:3 method="wB97M-V/def2-TZVPD" total_energy_ev=-28235.6752 charge=0 orbital_gap_ev=10.00 e_lumo_ev=-0.144 de_lowest_ev=0.000 mol_weight_g_mol=246.03
C 0.2469 -1.2353 0.0911 -1.2 0.2 -0.2
O -1.8125 -0.4412 -1.4979 0.2 0.2 2.7
I 3.1438 -0.0148 -0.0833 -0.8 -0.3 0.2
H 0.4146 -2.3249 0.1760 -0.3 1.0 -0.3
H 0.4951 1.6837 -0.8241 -0.6 -0.1 -1.7
O -2.2326 -1.0301 0.9662 -1.2 0.1 -0.2
H 0.8939 1.8689 0.6730 -0.9 -0.5 1.1
O -1.0342 0.9973 0.4192 -0.1 -0.1 -0.1
S -1.4590 -0.4552 -0.0738 1.3 -2.5 -1.6
C 1.0429 -0.2008 0.0761 0.4 1.4 -0.2
C 0.3011 1.1523 0.0775 3.3 0.6 0.2